{"formula": "C73H80GeN5O6PSTeTl", "method": "ωB97M-V/def2-TZVPD", "total_energy_ev": -185364.480, "gap_ev": [2.98, 3.22], "charge": -2, "lumo_ev": [1.948, 1.950], "mol_weight_g_mol": 1591.11, "de_lowest_ev": 1.317, "spin_multiplicity": 2, "s2": 0.7672, "homo_ev": [-1.0, -1.3], "symbols": ["Tl", "O", "N", "O", "C", "C", "C", "C", "C", "C", "N", "C", "C", "N", "C", "C", "C", "C", "H", "H", "H", "H", "H", "H", "H", "C", "C", "C", "C", "C", "C", "C", "C", "C", "C", "C", "C", "N", "C", "C", "N", "C", "C", "C", "C", "C", "C", "C", "C", "C", "C", "C", "C", "C", "C", "C", "C", "C", "C", "C", "C", "C", "C", "H", "H", "H", "H", "H", "H", "H", "H", "H", "H", "H", "H", "H", "H", "H", "H", "H", "H", "H", "H", "H", "H", "H", "H", "H", "H", "H", "H", "H", "H", "H", "H", "H", "H", "H", "H", "H", "H", "H", "H", "O", "S", "C", "C", "C", "C", "H", "H", "H", "H", "H", "H", "H", "H", "C", "Ge", "C", "C", "C", "C", "C", "C", "C", "C", "C", "C", "C", "C", "C", "C", "C", "C", "H", "H", "H", "H", "H", "H", "H", "H", "H", "H", "H", "H", "H", "H", "H", "C", "C", "O", "P", "O", "Te", "O", "C", "C", "H", "H", "H", "H", "H", "H", "H", "H", "H", "H"], "positions_angstrom": [[0.05, -0.05, -0.13], [6.52, 5.29, -0.97], [5.28, 5.28, -1.14], [4.71, 6.29, -1.61], [4.58, 4.13, -0.80], [5.32, 3.08, -0.27], [4.75, 1.86, 0.09], [5.50, 0.78, 0.60], [4.87, -0.39, 0.92], [3.48, -0.48, 0.73], [2.76, 0.51, 0.25], [3.34, 1.66, -0.07], [2.55, 2.73, -0.63], [1.24, 2.49, -0.80], [0.48, 3.42, -1.33], [0.97, 4.66, -1.70], [2.31, 4.94, -1.53], [3.16, 3.97, -0.98], [6.39, 3.21, -0.16], [6.57, 0.89, 0.72], [5.42, -1.24, 1.30], [2.95, -1.40, 0.95], [-0.56, 3.17, -1.46], [0.30, 5.40, -2.12], [2.70, 5.91, -1.80], [-0.90, -4.02, -0.81], [0.14, -4.29, 0.27], [-0.21, -3.51, 1.54], [1.60, -4.06, -0.10], [2.47, -4.85, 0.63], [3.83, -4.84, 0.41], [4.32, -4.02, -0.58], [3.50, -3.18, -1.32], [4.26, -2.39, -2.38], [4.34, -3.21, -3.68], [3.80, -0.97, -2.67], [2.10, -3.17, -1.08], [1.31, -2.22, -1.68], [0.77, -2.27, -2.85], [0.09, -1.13, -3.51], [-0.10, 0.03, -2.98], [-0.49, 1.18, -3.63], [0.42, 1.83, -4.50], [0.11, 3.08, -5.01], [-1.09, 3.70, -4.71], [-1.98, 3.06, -3.88], [-1.72, 1.81, -3.35], [-2.80, 1.16, -2.52], [-4.07, 1.00, -3.37], [-3.12, 1.97, -1.27], [1.76, 1.23, -4.85], [2.87, 2.09, -4.25], [1.93, 1.11, -6.37], [-0.29, -1.59, -4.85], [-0.94, -1.01, -5.92], [-1.13, -1.77, -7.08], [-0.70, -3.07, -7.21], [-0.05, -3.71, -6.12], [0.45, -5.03, -6.06], [1.06, -5.48, -4.91], [1.22, -4.68, -3.76], [0.76, -3.38, -3.80], [0.13, -2.93, -4.98], [-1.85, -4.42, -0.47], [-0.63, -4.50, -1.75], [-1.03, -2.96, -0.97], [0.07, -5.36, 0.51], [-0.11, -2.44, 1.38], [0.44, -3.82, 2.36], [-1.25, -3.71, 1.82], [2.07, -5.51, 1.39], [4.49, -5.48, 0.98], [5.38, -4.03, -0.80], [5.28, -2.30, -2.01], [3.36, -3.31, -4.14], [4.74, -4.20, -3.48], [5.00, -2.71, -4.39], [2.80, -0.94, -3.09], [4.49, -0.50, -3.37], [3.78, -0.38, -1.76], [0.81, 3.58, -5.66], [-1.32, 4.68, -5.12], [-2.92, 3.54, -3.65], [-2.47, 0.17, -2.20], [-4.48, 1.98, -3.64], [-4.82, 0.47, -2.79], [-3.87, 0.45, -4.28], [-3.43, 2.99, -1.53], [-3.93, 1.50, -0.73], [-2.26, 2.02, -0.61], [1.83, 0.23, -4.43], [2.82, 3.11, -4.63], [3.85, 1.68, -4.48], [2.76, 2.13, -3.17], [1.92, 2.09, -6.83], [1.12, 0.52, -6.79], [2.87, 0.63, -6.60], [-1.30, 0.01, -5.88], [-1.63, -1.31, -7.92], [-0.85, -3.62, -8.13], [0.35, -5.68, -6.92], [1.43, -6.49, -4.88], [1.71, -5.09, -2.89], [0.92, -0.06, 2.59], [1.34, -0.03, 3.98], [1.97, -1.75, 4.40], [3.46, -1.76, 4.17], [3.96, -0.41, 4.67], [3.08, 0.63, 4.01], [1.43, -2.46, 3.78], [1.73, -1.90, 5.45], [3.67, -1.84, 3.10], [3.95, -2.59, 4.68], [5.01, -0.25, 4.42], [3.86, -0.36, 5.76], [3.34, 0.79, 2.97], [3.07, 1.58, 4.54], [-1.00, 4.60, 1.26], [-0.79, 2.60, 1.76], [0.38, 3.06, 3.36], [1.62, 3.63, 3.09], [2.50, 3.99, 4.10], [2.16, 3.77, 5.42], [0.94, 3.20, 5.72], [0.06, 2.85, 4.70], [-2.48, 2.01, 2.78], [-2.30, 0.77, 3.37], [-3.32, 0.08, 4.02], [-4.58, 0.61, 4.09], [-4.85, 1.86, 3.49], [-6.14, 2.43, 3.52], [-6.40, 3.62, 2.91], [-5.38, 4.29, 2.22], [-4.12, 3.76, 2.17], [-3.80, 2.55, 2.82], [-1.38, 5.20, 2.09], [-1.64, 4.76, 0.39], [-0.01, 4.99, 1.00], [1.91, 3.79, 2.06], [3.46, 4.43, 3.85], [2.84, 4.05, 6.22], [0.66, 3.03, 6.75], [-0.89, 2.41, 4.95], [-1.32, 0.31, 3.30], [-3.11, -0.90, 4.45], [-5.39, 0.08, 4.60], [-6.93, 1.90, 4.03], [-7.40, 4.05, 2.95], [-5.60, 5.22, 1.72], [-3.35, 4.26, 1.62], [-6.59, -0.01, 0.75], [-6.26, -0.94, -0.41], [-4.94, -0.77, -0.82], [-3.72, -1.86, -0.54], [-2.56, -1.13, -0.02], [-4.57, -3.79, 0.50], [-3.35, -2.18, -2.12], [-4.25, -2.92, -2.88], [-3.79, -2.90, -4.33], [-7.62, -0.14, 1.07], [-6.43, 1.02, 0.45], [-5.92, -0.22, 1.58], [-6.92, -0.74, -1.27], [-6.41, -1.99, -0.10], [-5.26, -2.48, -2.79], [-4.29, -3.95, -2.50], [-3.67, -1.87, -4.65], [-4.50, -3.41, -4.98], [-2.82, -3.40, -4.41]], "lowdin_spin": [0.0024, 0.0002, 0.0001, 0.0001, 0.0001, -0.0001, 0.0002, 0.0001, 0.0001, 0.0000, 0.0016, 0.0004, 0.0003, 0.0007, 0.0006, 0.0001, 0.0004, 0.0001, 0.0000, 0.0000, 0.0000, 0.0000, 0.0000, 0.0000, 0.0000, 0.0014, 0.0008, 0.0000, 0.0071, 0.0007, -0.0016, 0.0013, 0.0088, 0.0002, 0.0002, 0.0028, 0.0297, 0.2460, 0.1223, 0.1129, 0.2181, 0.0245, 0.0105, 0.0010, 0.0028, -0.0001, 0.0087, 0.0027, 0.0004, 0.0003, 0.0004, 0.0003, 0.0001, 0.0171, 0.0080, 0.0004, 0.0151, 0.0176, 0.0253, 0.0009, 0.0169, 0.0191, 0.0541, 0.0000, 0.0003, 0.0008, 0.0000, -0.0001, 0.0000, 0.0000, 0.0004, -0.0001, 0.0006, 0.0000, 0.0003, 0.0001, 0.0000, 0.0027, 0.0001, 0.0008, 0.0002, 0.0003, 0.0002, 0.0010, 0.0001, 0.0000, 0.0000, 0.0001, 0.0001, -0.0001, 0.0012, 0.0001, 0.0000, 0.0001, -0.0001, 0.0001, 0.0000, 0.0004, -0.0002, 0.0019, 0.0026, -0.0005, 0.0009, 0.0004, 0.0001, 0.0000, 0.0000, 0.0000, 0.0000, 0.0000, 0.0000, 0.0000, 0.0000, 0.0000, 0.0000, 0.0000, 0.0000, 0.0002, 0.0004, 0.0001, 0.0000, 0.0000, 0.0000, 0.0000, 0.0000, 0.0000, 0.0000, 0.0000, 0.0000, 0.0000, 0.0000, 0.0000, 0.0000, 0.0000, 0.0000, 0.0000, 0.0000, 0.0000, 0.0000, 0.0000, 0.0000, 0.0000, 0.0000, 0.0000, 0.0000, 0.0000, 0.0000, 0.0000, 0.0000, 0.0000, 0.0000, 0.0000, 0.0000, 0.0000, -0.0006, 0.0000, 0.0005, 0.0000, 0.0002, 0.0000, 0.0000, 0.0000, 0.0000, 0.0000, 0.0000, 0.0000, 0.0000, 0.0000, 0.0001]}